Entry 1:
Here is a gas-phase ion, C16H33BFO3 (charge -1) from the OMol25 dataset. Energies are from ωB97M-V with the def2-TZVPD basis set.

Each line ends with the natural charge from an NBO analysis.
Element x y z (Å)
C: -2.82246 0.84966 2.42125  -0.72
C: -3.15356 2.19242 1.83309  0.81
O: -4.10563 2.39422 1.09853  -0.60
O: -2.30759 3.16852 2.24640  -0.53
C: -2.02186 4.21356 1.30311  -0.07
C: -0.52579 4.31963 1.05165  -0.42
C: -0.00806 3.36827 -0.03017  -0.39
C: 0.31196 1.93565 0.42994  -0.41
C: 1.12658 1.82592 1.70888  -0.40
C: 1.37120 0.38107 2.16860  -0.39
C: 2.51295 -0.34373 1.46136  -0.37
C: 2.30448 -0.67027 -0.03680  -0.63
B: 0.87800 -1.42192 -0.46549  0.11
C: 0.46802 -0.90623 -2.01637  -0.62
C: 0.85649 -1.86206 -3.16022  -0.44
C: 0.58932 -1.20206 -4.49907  0.07
F: 1.27850 -1.81281 -5.56119  -0.40
C: 1.14590 -3.04654 -0.37122  -0.66
C: -0.03050 -4.02120 -0.56197  0.11
C: -1.40585 -3.38439 -0.60947  -0.64
O: -0.01070 -5.02849 0.49193  -0.75
H: -2.78773 0.94654 3.50568  0.23
H: -3.55566 0.12174 2.09735  0.23
H: -1.83319 0.52069 2.10670  0.26
H: -2.54630 4.06053 0.36266  0.20
H: -2.37821 5.15383 1.72575  0.17
H: -0.35943 5.34473 0.70622  0.20
H: 0.00967 4.22754 1.99375  0.21
H: 0.85522 3.79281 -0.54419  0.20
H: -0.79561 3.29126 -0.78550  0.20
H: -0.60303 1.34841 0.49423  0.20
H: 0.88325 1.46963 -0.37051  0.24
H: 0.58350 2.31173 2.52561  0.18
H: 2.08764 2.34291 1.63040  0.19
H: 1.64824 0.44915 3.22919  0.18
H: 0.44555 -0.19068 2.14279  0.21
H: 3.39703 0.29841 1.56324  0.17
H: 2.71710 -1.28371 1.97804  0.19
H: 3.11128 -1.37193 -0.29317  0.19
H: 2.51293 0.22058 -0.63930  0.17
H: -0.04877 -1.07674 0.26144  -0.10
H: -0.62400 -0.78572 -2.06404  0.18
H: 0.87490 0.08884 -2.23073  0.18
H: 0.19204 -2.72414 -3.09847  0.19
H: 1.90109 -2.15831 -3.08807  0.20
H: -0.47735 -1.23060 -4.73126  0.14
H: 0.88220 -0.15082 -4.47316  0.15
H: 1.51747 -3.23994 0.64134  0.21
H: 1.97157 -3.32700 -1.03246  0.19
H: 0.13965 -4.57579 -1.48978  0.14
H: -1.60145 -2.75086 0.25008  0.22
H: -1.53118 -2.84951 -1.54685  0.22
H: -2.15710 -4.18610 -0.61282  0.18
H: -0.88271 -5.03670 0.88305  0.45

Force components x, y, z for each atom (eV/Å):
0.110 0.289 0.111
-1.084 0.106 -0.490
1.173 -0.060 0.539
0.127 -0.670 -0.528
0.190 0.646 0.189
-0.118 0.269 -0.384
-0.251 -0.401 0.281
0.408 0.325 -0.429
-0.480 -0.409 0.357
0.432 0.300 0.482
-0.249 0.077 -0.659
-0.135 -0.421 0.334
0.428 0.458 -0.713
-0.310 -0.567 0.194
-0.515 0.717 -0.111
0.000 0.184 0.350
-0.057 -0.083 -0.098
-0.449 0.194 0.423
0.572 -0.004 0.172
-0.204 -0.741 -0.161
0.151 0.048 -0.135
-0.080 -0.121 0.073
-0.130 -0.023 0.102
0.076 0.092 -0.093
-0.207 -0.222 0.069
-0.142 -0.052 0.137
-0.002 0.057 0.016
0.078 -0.044 0.057
0.146 0.092 0.179
0.080 0.075 -0.181
-0.048 -0.057 0.185
-0.143 -0.145 -0.064
-0.020 0.128 -0.025
0.055 0.080 -0.174
-0.008 -0.059 0.044
-0.044 -0.070 -0.217
0.175 -0.130 0.184
0.003 -0.004 0.181
0.130 0.084 -0.120
-0.095 0.128 0.001
-0.017 -0.049 0.178
-0.038 0.098 -0.070
0.137 0.062 0.041
0.393 -0.415 0.074
0.082 -0.131 -0.051
-0.032 -0.084 -0.122
0.233 -0.009 -0.114
0.038 -0.009 0.054
0.006 -0.085 -0.098
-0.214 -0.028 -0.118
0.133 0.275 -0.044
-0.028 0.369 0.118
-0.048 -0.003 -0.059
-0.208 -0.060 0.131

Its highest occupied orbital energy is -5.06 eV. Its total charge is -1. The lowest unoccupied orbital energy is 2.9 eV. The calculation puts the energy at -979.91703 Ha.

Entry 2:
Here is 2 unconnected molecules or ions with the total composition CH6OS2 from the OMol25 dataset. Energies are from ωB97M-V with the def2-TZVPD basis set.

Each line ends with the natural charge from an NBO analysis.
Element x y z (Å)
C: -1.95007 -3.38086 1.51738  -0.25
O: -3.24779 -2.90788 1.08547  -0.73
H: -1.84233 -3.29665 2.58093  0.17
H: -1.19757 -2.80765 0.95148  0.17
H: -1.85805 -4.40551 1.18687  0.18
H: -3.59734 -2.31021 1.76096  0.46
S: 2.86117 4.82850 -3.30731  -0.12
S: 4.33999 4.17693 -2.00457  -0.13
H: 1.92760 4.74748 -2.35252  0.13
H: 4.56439 5.35584 -1.41869  0.12

Force components x, y, z for each atom (eV/Å):
-0.622 0.746 -1.511
0.168 -0.079 0.568
0.288 -0.003 0.501
0.036 -0.092 0.581
-0.044 -0.357 0.165
0.175 -0.216 -0.304
0.204 -0.139 0.469
0.017 -0.047 -0.276
-0.358 0.059 -0.258
0.138 0.127 0.064

Its highest occupied orbital energy is -9.59 eV. The SMILES is CO.SS. The lowest unoccupied orbital energy is 0.3 eV. The calculation puts the energy at -913.27525 Ha.